Density functional theory data (the ωB97M-V functional and the def2-TZVPD basis) for an isolated molecule of C8H7NO4S at a distorted geometry.

- HOMO-LUMO gap (Ha) = 0.362
- E_HOMO (eV) = -10.261
- molecular weight (g/mol) = 213.21
- E_LUMO (eV) = -0.416
- DFT total energy (eV) = -28919.391

ORCA input file:
```
! wB97M-V def2-TZVPD RIJCOSX def2/J DEFGRID3
* xyz 0 1
C -3.178 0.190 0.426
C -2.763 -0.967 -0.172
C -2.399 1.317 0.528
C -1.617 -1.022 -0.874
C -1.165 1.236 -0.196
C -0.881 0.098 -0.865
C -0.106 2.221 -0.138
C 3.353 0.794 0.281
N 1.088 0.545 -1.322
O -0.038 3.289 0.382
O 2.278 -1.495 -0.349
O 0.815 -0.185 1.114
O 0.957 1.845 -0.905
S 1.823 -0.183 0.058
H -4.121 0.009 1.066
H -3.488 -1.877 -0.358
H -2.615 2.193 1.163
H -1.289 -1.811 -1.495
H 3.246 1.817 -0.005
H 3.487 0.654 1.322
H 4.115 0.497 -0.271
*
```